# 1
{"formula": "C51H60ClN4O6PbTe", "method": "wB97M-V/def2-TZVPD", "symbols": ["H", "O", "H", "H", "H", "H", "Cl", "O", "H", "C", "H", "H", "H", "C", "C", "C", "C", "C", "H", "H", "H", "C", "H", "H", "H", "C", "N", "H", "H", "C", "H", "H", "H", "C", "Te", "C", "C", "C", "C", "H", "C", "C", "C", "C", "H", "C", "H", "H", "C", "H", "H", "H", "O", "H", "C", "C", "C", "C", "H", "H", "C", "O", "C", "H", "H", "H", "C", "C", "H", "C", "H", "Pb", "C", "H", "C", "C", "H", "C", "H", "C", "H", "H", "H", "H", "O", "C", "C", "H", "H", "H", "C", "H", "C", "C", "H", "C", "C", "H", "N", "H", "H", "H", "C", "H", "O", "C", "C", "H", "C", "H", "C", "C", "N", "H", "C", "H", "H", "C", "H", "C", "N", "H", "H", "C"], "xyz": [[2.0968, 0.2399, -8.7917], [1.8784, 1.6026, 1.6492], [-2.2332, -3.9669, 2.4873], [-4.8035, -4.2230, 0.5111], [3.8088, -2.4257, -1.1522], [0.1443, 1.0604, -7.6427], [0.9549, -7.7301, 0.7802], [7.5161, 1.8527, 0.0708], [-5.1410, -6.9051, 2.8752], [2.1113, 0.5083, -3.4563], [-7.1662, -2.7817, 1.6354], [4.8156, 1.6403, 2.7738], [-6.0620, -0.9064, 2.6069], [-1.2289, 5.9937, -1.6295], [3.7986, -2.8917, -0.1712], [-4.4781, -5.0400, 3.6897], [2.1569, 0.4131, -7.7092], [3.2294, -2.1812, 0.8332], [-5.4765, -3.0658, 4.8797], [-1.7318, 7.8598, -4.9980], [-4.3361, -0.9180, 3.0167], [-5.0729, -2.8497, 2.2671], [4.7409, -5.4540, 3.7752], [-0.2557, 6.4653, -6.0828], [-1.1179, -1.9179, 1.2816], [4.4662, -4.7368, 1.3274], [-1.7536, -1.2222, 4.4189], [0.1651, 1.4219, -5.1256], [2.7231, -0.9321, 3.1830], [-0.9139, -7.2554, 2.6503], [-7.8915, 3.2583, 3.2441], [4.8999, 5.5729, -0.9153], [-2.2200, 5.3012, 0.1766], [2.1602, 0.5496, -4.9286], [0.6411, 3.1680, -2.9062], [-5.0836, -1.3008, 2.2911], [-6.5245, -3.3211, 2.3910], [3.1597, 4.5482, -1.7642], [-2.2246, -6.9511, 3.0485], [2.8964, 5.8003, -0.1211], [5.4686, 4.1460, -2.4544], [5.0017, 3.2623, -3.4270], [-2.9723, -6.9173, 0.7423], [-0.7073, 6.2452, -3.9676], [4.3257, -4.0385, 5.7079], [-0.6346, -7.3715, 1.2628], [-6.6086, 4.0540, 3.1983], [3.9091, 2.9693, 3.4330], [4.5517, 4.8206, -1.6418], [4.2677, -0.0293, -5.0765], [-2.2689, -3.7704, 4.2893], [1.9283, 4.2881, 0.0081], [-4.5591, -2.8103, 4.6310], [-0.1384, -7.5577, 3.3540], [3.7943, 1.9992, 2.9474], [3.4132, -2.3869, 4.5598], [-1.8748, 7.2809, -1.6465], [2.2441, 5.0861, -0.6692], [-1.9264, 3.9878, -0.8300], [-0.5443, 4.7471, -0.0259], [3.2896, -2.7627, 2.1443], [3.5963, 2.9839, 0.8909], [-3.2300, -6.6874, 2.0968], [-4.8373, -2.4559, 0.1757], [3.3070, 2.6716, -4.5848], [-3.8068, -5.4340, 4.4809], [-4.1609, -3.5344, 3.4545], [-0.1155, 5.7799, -5.2636], [4.2257, -0.2819, -7.5480], [3.9436, -3.9872, 2.3743], [7.9131, 1.5010, -0.7496], [2.0314, -0.4775, -0.3947], [3.3570, 0.2252, -5.6164], [1.3412, 5.5921, -1.0411], [1.0031, 0.8555, -7.0497], [-4.5300, -6.0522, 2.5342], [-2.3143, 7.7197, -0.7564], [3.3413, 0.0902, -6.9997], [3.2891, 1.3865, 3.7346], [-4.4860, -3.2292, 0.8876], [-4.8052, -0.8623, 1.3154], [0.9843, 5.6314, -5.0784], [-2.8705, 9.9410, -3.3409], [-1.4864, -7.2818, -0.7322], [2.8294, -0.3860, -2.8136], [-1.4865, 4.9880, -0.5655], [-3.2330, 8.9865, -2.9623], [0.3142, -1.4492, -0.8133], [4.9947, -5.6840, 1.5617], [6.5393, 4.3011, -2.2877], [-2.5879, -3.3503, 3.3488], [4.6133, -4.8278, -0.8453], [2.7192, 3.7107, -2.7993], [3.9047, -3.7186, 4.7701], [-6.6610, -4.4060, 2.1490], [1.0118, 0.9606, -5.6590], [-1.5490, 7.3817, -4.0403], [-4.0480, 8.7142, -3.6261], [1.2642, 1.2328, -2.7131], [-6.9559, -3.0985, 3.3687], [-3.6611, 9.1013, -1.9891], [3.3339, -1.7613, 5.4512], [4.3011, -4.2471, 0.0274], [-2.4316, -6.8938, 4.1294], [-6.9940, 3.3196, 2.7573], [3.6414, 3.1647, -3.7149], [3.0709, -1.9712, 3.3047], [5.6680, 2.6938, -4.0398], [-1.6825, -7.1665, 0.3372], [-3.7457, -6.8694, -0.0162], [-1.1015, -1.5627, 2.3106], [4.1839, -4.5210, 3.6705], [-2.0896, -1.9541, 3.2389], [-0.4835, 4.7744, -5.5801], [-0.5040, 5.5843, -2.7583], [-5.4739, -5.1213, 4.1762], [-0.2101, 0.1969, 4.6542], [3.0040, 2.1780, 1.7017], [-5.0641, -5.5973, 1.6906], [-2.2171, 7.8635, -2.8771], [-0.1413, -0.7739, 2.7972], [6.6706, 2.2962, -0.1034], [-3.3792, -3.1356, 0.8957], [-0.6619, -0.5688, 4.0657]], "orbital_gap_ev": [4.719, 4.574], "energy_ha": -3570.6682, "total_charge": -2, "e_lumo_ev": [3.18, 3.18], "spin_multiplicity": 2, "mol_weight_g_mol": 1195.32}



# 2
{"formula": "C51H62As3CdN3O9S", "method": "wB97M-V/def2-TZVPD", "symbols": ["H", "H", "H", "H", "O", "N", "C", "C", "C", "C", "H", "H", "H", "C", "O", "C", "H", "H", "H", "H", "H", "O", "H", "H", "H", "H", "O", "C", "C", "C", "C", "C", "O", "H", "H", "H", "C", "C", "C", "O", "C", "C", "H", "C", "H", "C", "C", "H", "H", "C", "H", "C", "H", "H", "H", "C", "H", "H", "H", "C", "H", "H", "C", "C", "H", "H", "C", "H", "C", "N", "H", "H", "C", "C", "C", "C", "H", "C", "O", "H", "C", "N", "H", "C", "As", "C", "H", "H", "C", "H", "C", "H", "S", "C", "H", "C", "H", "C", "C", "H", "C", "C", "C", "C", "O", "C", "H", "H", "H", "H", "H", "H", "C", "H", "C", "H", "H", "H", "As", "C", "C", "H", "As", "H", "O", "H", "H", "H", "Cd", "C"], "xyz": [[-6.5591, 0.0399, -1.7721], [1.6320, -6.4393, -3.8903], [5.8837, -3.4223, -0.1209], [-4.6797, 1.3698, 1.1634], [0.1810, 0.0083, 2.2513], [-1.5767, 0.0099, -3.4219], [-0.3620, 3.3607, 3.3796], [4.4831, 1.8086, -2.9167], [0.4751, -5.9412, -0.7653], [-4.8116, -0.0281, -0.4800], [4.4002, -0.2242, -0.2416], [-6.5863, 2.2440, 2.9242], [7.7862, 1.4685, -2.2529], [0.7612, 4.0437, -3.0995], [0.3765, -1.8226, -0.9028], [1.4834, 4.3675, -0.8391], [2.5304, 2.7139, 0.0423], [-2.5807, -0.7778, 3.8076], [-4.4436, -1.9444, 0.4460], [0.4660, -4.0569, 0.2477], [3.1989, -1.9623, 2.8688], [-0.2806, 3.1082, 5.8018], [-4.7650, 1.8111, -1.5846], [5.2122, -0.7784, -3.6296], [-3.9983, 0.4457, -2.4069], [-3.7177, 3.4705, 0.0184], [-0.0069, 2.5666, 1.0781], [1.8844, 2.2567, -1.9430], [-1.7951, -2.4592, 1.4696], [-0.3114, 2.6144, 4.6772], [-2.4400, 3.0179, -2.5767], [3.9543, 0.9864, -1.9258], [3.0432, -2.0327, -3.4278], [-1.4477, -2.8026, 0.4989], [-0.5131, 2.5116, -7.8711], [0.2779, 4.4142, -3.9945], [-3.8585, -1.1201, 0.0144], [-6.5342, 3.5344, 0.2363], [-5.9407, -0.7092, -1.2715], [2.1036, 0.3492, -0.5424], [2.4365, 0.8285, -1.7728], [3.9293, -2.8775, -0.7923], [0.1276, 2.3741, -6.2273], [2.4266, -2.0655, 0.8865], [-1.7054, 3.8036, -2.4169], [1.8399, -1.6376, -2.7965], [-0.0283, 1.0726, 2.9247], [-3.2993, -1.5062, -0.8476], [-1.9946, 3.7723, 0.3045], [3.4135, -2.2263, 1.8428], [-4.0610, -1.4989, 3.1249], [-3.3645, -0.6592, 3.0574], [-5.5214, -1.3709, -2.0249], [-8.2982, 2.5577, 2.5968], [0.0172, -6.4741, 0.0579], [4.8238, 0.3713, -1.0348], [1.4683, -1.6667, 1.1776], [5.2096, -1.8241, -5.0646], [-0.9728, -2.5030, 2.1824], [5.8504, 1.9796, -3.0288], [-5.7817, 3.7916, 0.9793], [-1.5667, 0.2624, -7.6554], [6.1933, 0.5386, -1.1531], [-1.1387, 0.0216, -5.5909], [-1.6066, 2.5282, -6.4772], [-0.3948, -1.9318, -1.5438], [1.5491, -2.3728, -1.4661], [0.3876, 5.8241, -1.9662], [-7.4751, 1.8635, 2.4229], [-1.3437, 0.7059, -4.5326], [2.0902, -4.0418, -3.6909], [-7.3869, 4.2058, 0.3557], [-1.5342, -1.2912, -3.5564], [-0.6946, 2.0983, -6.8801], [-2.7615, 3.0018, 0.2564], [1.6276, -4.5587, -2.8665], [2.8755, -0.8854, -6.5827], [0.7188, -4.5856, -0.6582], [-0.5399, 0.2241, 5.1241], [-2.6079, -3.1060, 1.8149], [-0.3085, 1.1585, 4.3496], [-1.6424, -2.1547, -2.6148], [-2.8098, 2.5399, 1.2432], [1.8663, -0.0894, -2.9177], [-2.4044, -0.6010, 1.3007], [0.8106, -6.6186, -1.9264], [5.4242, -2.8647, 2.2463], [1.0034, -1.9420, -3.4548], [1.2984, -3.8724, -1.7058], [3.1730, -2.5701, -6.0928], [-4.1079, 0.9408, -1.4376], [1.6225, -1.7889, -5.7238], [-1.2225, -1.7278, -5.3517], [2.0188, 3.0923, -0.8349], [0.6149, -7.6803, -2.0158], [-0.8074, 0.5810, -6.9297], [4.1416, -3.1293, -1.8193], [1.3828, -5.9197, -2.9737], [2.6940, -1.6335, -5.8140], [1.2120, 2.1534, -3.9802], [1.2816, 2.7596, -3.0896], [2.6762, -2.3835, -0.4432], [3.2644, -1.1218, -4.4766], [4.9125, -3.0394, 0.1690], [-0.6086, 4.5630, 3.2476], [4.7808, -0.9313, -4.6136], [-6.5783, -1.2927, -0.6044], [-2.2476, 2.5527, -3.5416], [-3.4394, 3.4690, -2.5733], [4.9943, -0.0683, -5.2365], [6.8583, 0.0399, -0.4587], [-5.6615, -0.0594, 1.4821], [-5.4217, 0.6971, 0.7245], [-3.8948, 0.2677, 3.2732], [0.8334, 4.8384, -1.9675], [0.1454, 0.1471, -7.2536], [0.8307, 0.2406, -3.0681], [6.2477, 2.6185, -3.8065], [-7.1369, 1.6669, 0.4817], [6.7151, 1.3354, -2.1579], [4.6588, -2.7227, 1.4926], [-7.7406, 0.9040, 2.8676], [-2.2525, 1.6865, -1.1150], [3.8211, 2.3182, -3.6011], [2.5886, 0.0743, -4.1424], [1.5517, 4.9852, 0.0446], [-1.6457, -3.1211, -2.9145], [-6.1225, 3.6870, -0.7606], [0.1598, 0.5877, 0.0907], [-0.1099, 2.3727, 2.3319]], "orbital_gap_ev": 6.031, "energy_ha": -10095.3446, "total_charge": -2, "e_lumo_ev": 3.79, "spin_multiplicity": 1, "mol_weight_g_mol": 1230.31}